[1]
70
Properties=species:S:1:pos:R:3 method="wB97M-V/def2-TZVPD" charge=-1 de_lowest_ev=1.9231 lumo_ev=0.755 total_energy_ev=-56797.424 homo_energy_ev=-5.95 mol_weight_g_mol=577.527 orbital_gap_ev=6.71
N 0.317 0.655 -0.543
O 0.998 -0.068 0.051
O -0.895 0.574 -0.418
O 0.802 1.203 -1.566
C -3.580 4.094 -0.479
C -1.937 4.130 -0.720
C -1.224 5.382 -0.182
C -2.017 6.557 0.530
C -3.538 6.369 0.710
C -4.321 5.219 0.003
N -1.288 7.703 0.983
O -1.621 8.021 2.189
O -0.364 8.194 0.393
H -4.070 3.172 -0.776
H -1.268 3.362 -1.277
H -0.194 5.281 -0.323
H -4.173 6.944 1.244
H -5.233 5.102 0.374
C 5.152 -2.160 -0.420
C 3.914 -1.538 -1.033
C 4.111 -0.270 -1.920
C 5.564 0.256 -2.240
C 6.636 -0.481 -1.640
C 6.433 -1.668 -0.711
N 5.778 1.319 -3.146
O 6.985 1.732 -3.422
O 4.846 1.744 -3.749
H 5.205 -2.845 0.213
H 2.906 -1.993 -0.640
H 3.099 0.111 -2.387
H 7.583 -0.320 -1.841
H 7.193 -2.254 -0.252
C -0.742 -2.838 0.683
C -1.842 -3.852 0.442
C -1.770 -5.163 1.224
C -0.418 -5.512 2.000
C 0.477 -4.319 2.395
C 0.307 -3.007 1.600
N -0.222 -6.914 2.652
O 0.994 -7.147 3.132
O -1.194 -7.660 2.676
H -0.686 -1.994 -0.028
H -2.624 -3.472 -0.256
H -2.469 -5.894 1.141
H 1.260 -4.551 3.053
H 1.117 -2.379 1.824
C 0.136 -2.035 -2.891
O 1.120 -2.753 -3.183
N -1.024 -2.246 -3.552
C -2.104 -1.303 -3.183
C -1.243 -3.257 -4.502
H -0.127 -1.340 -2.208
H -2.755 -1.582 -2.151
H -2.810 -1.314 -3.981
H -1.546 -0.328 -3.280
H -0.509 -3.299 -5.264
H -2.026 -2.846 -5.237
H -1.399 -4.331 -4.175
C -0.385 0.540 3.431
O 0.031 -0.135 4.332
N -1.479 1.308 3.619
C -2.029 2.160 2.514
C -2.173 1.449 4.943
H 0.037 0.475 2.462
H -2.276 3.161 2.979
H -2.792 1.825 2.018
H -1.387 2.404 1.845
H -2.452 2.535 5.295
H -1.666 0.986 5.844
H -3.163 1.084 4.813

[2]
15
Properties=species:S:1:pos:R:3 method="wB97M-V/def2-TZVPD" charge=0 de_lowest_ev=0.9136 lumo_ev=0.919 total_energy_ev=-16050.724 homo_energy_ev=-8.62 smiles=NCN.CS mol_weight_g_mol=94.183 orbital_gap_ev=9.54
C -2.512 0.993 -1.138
S -1.453 1.969 -0.097
H -3.463 1.464 -1.356
H -1.930 0.866 -2.054
H -2.674 -0.056 -0.858
H -1.851 1.541 1.112
N 2.909 -2.315 0.666
C 2.062 -1.248 0.121
N 0.661 -1.119 0.471
H 3.088 -2.386 1.652
H 2.677 -3.163 0.177
H 2.586 -0.309 0.096
H 1.893 -1.563 -0.917
H 0.158 -1.992 0.540
H 0.312 -0.558 1.243

[3]
17
Properties=species:S:1:pos:R:3 method="wB97M-V/def2-TZVPD" charge=0 de_lowest_ev=1.9642 lumo_ev=0.666 total_energy_ev=-10914.611 homo_energy_ev=-8.17 smiles="C=C(N)CCC(=O)O" mol_weight_g_mol=115.132 orbital_gap_ev=8.84
O 2.514 0.606 -1.412
C 2.141 0.865 -0.352
O 2.546 1.829 0.572
C 1.025 0.301 0.432
C -0.202 0.108 -0.502
C -1.390 -0.688 -0.095
C -2.610 -0.138 -0.079
N -0.934 -1.951 0.278
H 3.224 2.469 0.176
H 0.703 1.122 1.263
H 1.435 -0.696 0.827
H -0.610 1.140 -0.755
H 0.047 -0.208 -1.507
H -3.423 -0.810 0.059
H -2.844 0.887 -0.057
H -0.047 -2.178 0.530
H -1.574 -2.658 0.622

[4]
3
Properties=species:S:1:pos:R:3 method="wB97M-V/def2-TZVPD" charge=0 multiplicity=6 de_lowest_ev=0.0000 lumo_ev="-1.179 / -1.834" total_energy_ev=-47523.217 homo_energy_ev="-9.41 / -9.57" mol_weight_g_mol=308.746 orbital_gap_ev="8.23 / 7.74"
Mn -0.290 -0.278 0.532
I -0.243 2.418 0.396
I 0.532 -2.140 -0.928

[5]
12
Properties=species:S:1:pos:R:3 method="wB97M-V/def2-TZVPD" charge=-1 de_lowest_ev=1.9024 lumo_ev=3.232 total_energy_ev=-31097.547 homo_energy_ev=-4.91 mol_weight_g_mol=142.587 orbital_gap_ev=8.15
C -3.200 -0.394 -0.394
C -4.114 0.406 -0.499
N 1.092 0.660 0.611
O 0.127 -1.411 -0.659
O 2.409 -1.328 0.316
S 1.293 -0.561 -0.557
Cl 4.146 0.965 0.068
H -2.335 -1.012 -0.427
H 3.275 -0.897 0.488
H -4.957 1.067 -0.510
H 1.919 1.217 0.794
H 0.346 1.286 0.769

[6]
15
Properties=species:S:1:pos:R:3 method="wB97M-V/def2-TZVPD" charge=0 de_lowest_ev=2.0364 lumo_ev=0.329 total_energy_ev=-31711.385 homo_energy_ev=-9.61 mol_weight_g_mol=154.618 orbital_gap_ev=9.93
C 0.694 0.371 0.135
C -0.216 0.299 1.106
C 0.498 0.669 -1.357
C -0.910 0.252 2.216
O -2.441 -2.358 0.448
O -0.110 -2.629 0.306
S -1.383 -2.014 -0.439
Cl -1.194 -3.216 -2.177
H 1.789 0.216 0.369
H 1.020 -0.158 -1.845
H -0.493 0.828 -1.614
H 0.943 1.585 -1.699
H -1.056 1.021 2.939
H -1.420 -0.720 2.464
H 0.794 -2.464 -0.082